Computed, not measured: one molecule with the formula C7H13NOS2 at a distorted geometry, with ωB97M-V/def2-TZVPD.

The HOMO energy comes out at -8.46 eV. Its LUMO energy is -0.4 eV. Its energy relative to the best compared isomer or geometry (same formula, charge and spin) is 347.89 kJ/mol. The largest force on an atom comes out at 4.54 eV Å⁻¹. Its gap between HOMO and LUMO is 0.2960 Eh.

The geometry in ORCA input format:
```
! wB97M-V def2-TZVPD RIJCOSX def2/J DEFGRID3
* xyz 0 1
C -0.406 -1.116 1.250
C -0.471 2.172 0.428
C -1.848 2.591 0.725
C -1.231 1.483 1.497
C 0.162 -1.723 -1.087
C 1.940 -1.704 0.468
C 0.683 -1.015 0.189
N -0.945 -0.906 -1.586
O -2.972 -0.496 1.846
S -0.519 -2.103 2.548
S -1.900 -0.151 0.868
H -0.401 1.577 -0.394
H 0.440 2.834 0.753
H -2.157 3.480 1.375
H -2.744 2.515 0.091
H -0.906 1.708 2.435
H 1.021 -1.668 -1.871
H -0.804 -0.529 -2.558
H -0.045 -2.743 -0.763
H 2.160 -2.567 -0.060
H 2.102 -2.017 1.554
H 2.790 -1.100 0.281
H 0.739 0.057 -0.055
H -1.743 -1.451 -1.675
*
```